Formula: C9H12BrN2
Source: the Open Molecules 2025 dataset
Level of theory: wB97M-V/def2-TZVPD

The geometry in ORCA input format:
```
! RIJCOSX wB97M-V def2-TZVPD def2/J DEFGRID3
* xyz 1 1
Br -5.05876 0.36405 0.01500
N 1.69521 0.88684 -0.03688
N -2.33123 -0.54225 0.06297
C 0.10966 -0.88132 -0.06160
C -1.92507 0.77050 -0.15200
C -0.72256 1.38584 -0.20040
C -3.61361 -0.77835 0.30720
C 0.42994 0.46366 -0.17293
C -1.19491 -1.40487 -0.01943
C -1.35665 -2.96595 -0.01268
C 2.82790 0.01031 -0.08743
C 1.95679 2.36145 0.27034
H 2.41454 2.95202 -0.58700
H -0.59187 -3.42164 -0.60745
H 0.80737 -1.61075 -0.01731
H 3.36203 0.01798 0.95769
H -0.76948 2.47478 -0.35054
H -1.22088 -3.29131 1.01859
H 2.94251 2.49030 0.88521
H -2.75207 1.49345 0.04679
H 2.67462 -0.89343 -0.60171
H 3.54499 0.54654 -0.76298
H 1.08418 2.75075 0.71085
H -2.31265 -3.17860 -0.60432
*
```

Computed properties:
HOMO-LUMO gap (alpha / beta) in eV: 6.81 / 6.81
E_HOMO (alpha / beta) in eV: -11.9 / -11.9
Energy above the lowest of the compared OMol25 structures with the same formula, charge and spin in kcal/mol: 86.36
Energy in eV: -82539.16376
Maximum force in eV/A: 4.9

=====

Formula: C28H33F3N4ORbS3
Source: the Open Molecules 2025 dataset
Level of theory: wB97M-V/def2-TZVPD

The geometry in ORCA input format:
```
! RIJCOSX wB97M-V def2-TZVPD def2/J DEFGRID3
* xyz -1 1
Rb -0.99874 2.00379 0.03924
S 1.89750 -0.08048 -1.44370
S 0.36421 2.54942 -3.01168
S 2.30874 3.07772 -0.15813
F -6.31004 -1.92049 -1.47142
F -5.74567 -2.81815 -3.35039
F -5.10920 -3.72034 -1.48774
O -3.16633 4.85242 -0.01769
N -0.91639 4.83956 -0.84886
N -0.01821 -0.41143 1.67561
N -2.88698 -0.00165 1.08061
N -1.80867 -0.08763 -2.22820
C -0.95684 -1.22908 2.01637
C 3.66925 2.02452 -0.72873
C 1.04658 1.09316 -3.83771
C 2.00058 0.23047 2.81687
C 1.02796 -4.25347 1.50355
C 3.39521 0.52619 -0.63272
C -4.05023 -0.54738 -2.91647
C 1.29708 -0.72606 2.05507
C -3.33118 -2.04158 2.02932
C -2.34117 -1.08643 1.72138
C 2.08439 4.22709 -1.53924
C 1.31572 1.48964 3.28082
C 3.28649 -2.08855 1.99521
C -4.19256 -0.26730 0.99394
C 1.81567 3.63778 -2.92120
C 1.30020 -2.94421 0.76255
C 3.97607 -1.16253 2.75571
C -2.90599 0.22738 -2.91721
C -5.30040 -2.54268 -2.10073
C -2.03366 4.87196 -0.45006
C -4.52876 -1.51674 1.55414
C -4.05401 -1.70360 -2.14831
C 2.22147 0.39150 -3.16396
C 0.36319 1.25816 4.45393
C -2.93164 -2.04167 -1.42084
C -1.83266 -1.19456 -1.49375
C 1.95348 -1.89497 1.63272
C 3.32378 -0.00436 3.15961
H 0.59251 -4.99790 0.83430
H 3.10727 1.02564 -3.17869
H -5.51257 -1.95834 1.60771
H 0.33555 -4.09762 2.33229
H 1.94788 -4.66918 1.91955
H 5.01342 -1.32929 3.01831
H 1.95742 -3.13802 -0.08954
H 2.67648 3.08124 -3.29477
H -3.17305 -2.98297 2.53787
H -0.70598 -2.12295 2.60291
H 1.21252 4.80812 -1.22760
H -4.86889 0.44399 0.53552
H 0.76491 1.92906 2.44774
H -0.93685 -1.40038 -0.91782
H -0.43652 0.57310 4.17434
H 3.85149 0.73976 3.74679
H 1.32735 1.34179 -4.86464
H 3.27084 0.23588 0.41026
H 0.89782 0.83190 5.30567
H 0.36784 -2.56172 0.34901
H 3.90786 2.31371 -1.75235
H -2.91542 -2.90713 -0.77559
H 1.66277 4.47524 -3.60453
H 3.79221 -2.98493 1.65019
H 0.19193 0.41607 -3.88317
H -4.91970 -0.24831 -3.48586
H 2.46698 -0.50299 -3.74100
H 2.07984 2.21734 3.56535
H 2.95268 4.88791 -1.60109
H 4.55718 2.23966 -0.12987
H 4.26272 -0.01959 -1.01327
H -2.86305 1.14881 -3.48824
H -0.09367 2.19667 4.77228
*
```

Computed properties:
HOMO-LUMO gap in eV: 6.50
E_HOMO in eV: -4.6
Energy above the lowest of the compared OMol25 structures with the same formula, charge and spin in kcal/mol: 0.00
Energy in eV: -78897.51720
Maximum force in eV/A: 0.1

=====

Formula: C6H10O
Source: the Open Molecules 2025 dataset
Level of theory: wB97M-V/def2-TZVPD

The geometry in ORCA input format:
```
! RIJCOSX wB97M-V def2-TZVPD def2/J DEFGRID3
* xyz 0 1
O 0.17120 -1.31712 1.32464
C -1.77857 0.53972 -0.62676
C -1.22233 1.47882 0.13158
C 1.52797 -0.23776 -0.19184
C 0.13254 1.13947 0.67837
C -0.93313 -0.69479 -0.75796
C 0.19357 -0.53758 0.28571
H 0.21867 1.11986 1.76609
H 0.88048 1.84218 0.28883
H 2.29143 -0.05123 0.55763
H 1.90457 -1.99567 0.07785
H 1.72042 0.15631 -1.19062
H -2.74682 0.64053 -1.10974
H -0.54540 -0.80928 -1.78035
H -1.47864 -1.60920 -0.50625
H -1.66435 2.44906 0.34531
H 1.32840 -2.11331 0.70750
*
```

Computed properties:
HOMO-LUMO gap in eV: 9.28
E_HOMO in eV: -9.1
Energy above the lowest of the compared OMol25 structures with the same formula, charge and spin in kcal/mol: 109.45
Energy in eV: -8426.49407
Maximum force in eV/A: 0.3

=====

Formula: C4H9NO
Source: the Open Molecules 2025 dataset
Level of theory: wB97M-V/def2-TZVPD

The geometry in ORCA input format:
```
! RIJCOSX wB97M-V def2-TZVPD def2/J DEFGRID3
* xyz 0 1
O 1.55159 1.25388 1.59716
N -2.09901 0.67274 -0.38596
C -1.22005 0.45762 -1.58045
C -0.81829 0.11462 -0.23738
C -0.06813 -0.64250 0.54323
C 1.12809 -1.38917 0.01752
H -0.36725 -0.78976 1.57861
H 0.99950 1.04980 2.36109
H -1.52510 -0.36252 -2.22403
H 0.78042 -2.28719 -0.50547
H -2.15031 1.66101 -0.14955
H 1.80526 -1.69684 0.81650
H 0.91443 1.25098 0.86797
H 1.70555 -0.79257 -0.69455
H -0.82683 1.33051 -2.09478
*
```

Computed properties:
SMILES: C/C=C1\CN1.O
HOMO-LUMO gap in eV: 9.83
E_HOMO in eV: -8.9
Energy above the lowest of the compared OMol25 structures with the same formula, charge and spin in kcal/mol: 72.84
Energy in eV: -7829.16137
Maximum force in eV/A: 0.6

=====

energy of number 3 (C6H10O)?
-8426.49407 eV

=====

Among the records above, which one has the highest energy above the lowest of the compared OMol25 structures with the same formula, charge and spin?
C6H10O

=====

maximum force of number 4 (C4H9NO)?
0.6 eV/A

=====

energy above the lowest of the compared OMol25 structures with the same formula, charge and spin of number 3 (C6H10O)?
109.45 kcal/mol